Record 1
ORCA calculation (ωB97M-V with the def2-TZVPD basis set) on C3H4OS in the gas phase at a distorted geometry.

The geometry in XYZ format:
```
9
C3H4OS (ωB97M-V with the def2-TZVPD basis set)
C 0.1247 0.0264 -0.0126
C 1.0097 -0.7942 -0.3357
C -0.8555 0.9297 0.4013
O 0.2625 3.2190 -0.5679
S 0.4001 2.3708 0.6300
H 1.9096 -0.3732 -0.4273
H 0.6748 -1.8037 -0.4785
H -1.5859 1.2649 -0.3825
H -1.5230 0.9396 1.2602
```


Record 2
ORCA calculation (ωB97M-V with the def2-TZVPD basis set) on a molecular structure, C29H40BBr2O7 at a distorted geometry.

The geometry in XYZ format:
```
79
C29H40BBr2O7 (ωB97M-V with the def2-TZVPD basis set)
C -0.0444 3.1892 -3.1341
O 0.1000 1.7752 -3.1324
C 0.7585 1.2920 -1.9713
C 0.6122 -0.2114 -1.8849
C -0.7371 -0.6693 -1.3295
C -1.8913 -0.7027 -2.3494
C -2.8664 0.4817 -2.3273
C -3.9506 0.3737 -1.2545
C -3.4364 -0.1013 0.0930
C -2.7537 0.9588 0.9792
C -2.2941 2.2360 0.2873
C -1.5504 3.2427 1.1988
C -0.7973 2.5983 2.3613
B 0.6179 1.9451 1.8748
O 1.3682 1.4654 3.1077
C 1.8187 0.1736 2.8353
C 0.8265 -0.3470 1.7958
C 1.3178 -1.5495 1.0182
Br 0.3504 -3.1596 1.4151
C 2.2998 -1.6185 0.1085
C 2.8266 -2.8203 -0.6066
Br 3.1361 -0.0045 -0.4520
O 0.4665 0.7281 0.9997
H -1.0769 3.4448 -2.8991
H 0.1882 3.5566 -4.1301
H 0.6230 3.6527 -2.4126
H 1.8165 1.5732 -1.9788
H 0.3373 1.7420 -1.0707
H 1.3837 -0.5348 -1.1857
H 0.8100 -0.6679 -2.8527
H -0.9621 -0.0824 -0.4449
H -0.5930 -1.6907 -0.9721
H -1.4571 -0.7382 -3.3462
H -2.4821 -1.6099 -2.2265
H -3.3655 0.5005 -3.2980
H -2.3176 1.4163 -2.2730
H -4.7018 -0.3356 -1.6077
H -4.4692 1.3227 -1.1310
H -2.7750 -0.9520 -0.0386
H -4.2852 -0.4881 0.6575
H -1.9163 0.4844 1.4759
H -3.4396 1.2647 1.7689
H -3.1911 2.7207 -0.1028
H -1.6568 2.0292 -0.5673
H -2.1975 4.0605 1.5206
H -0.7835 3.7124 0.5817
H -1.4071 1.8905 2.9196
H -0.5248 3.3731 3.0813
H 1.3089 2.8048 1.3058
H 1.8221 -0.5170 3.6873
H 2.8514 0.2339 2.4833
H -0.0659 -0.6741 2.3464
H 2.3696 -2.9300 -1.5849
H 2.6781 -3.7082 -0.0065
H 3.9003 -2.7014 -0.7216
C -1.0120 -6.2371 3.1053
C -1.4803 -6.6247 1.9214
C -1.7548 -8.0538 1.6317
O -2.1801 -8.4135 0.5546
C -1.4887 -9.0357 2.7147
C -1.0212 -8.6492 3.8976
C -0.7457 -7.2177 4.1879
O -0.3214 -6.8714 5.2688
H -0.8040 -5.1992 3.3349
H -1.6808 -5.9248 1.1196
H -1.6969 -10.0724 2.4815
H -0.8196 -9.3474 4.7002
C 4.4896 3.9577 -1.8880
C 3.2028 3.6223 -1.8359
C 2.1406 4.6583 -1.7409
O 0.9677 4.3679 -1.7156
C 2.5778 6.0794 -1.6970
C 3.8648 6.4101 -1.7447
C 4.9226 5.3744 -1.8470
O 6.0972 5.6809 -1.8979
H 5.2784 3.2193 -1.9583
H 2.8725 2.5922 -1.8614
H 1.7894 6.8180 -1.6268
H 4.2034 7.4382 -1.7149
```

Charge ... -1


Record 3
ORCA calculation (ωB97M-V with the def2-TZVPD basis set) on 2 unconnected molecules or ions with the total composition C8H16N6 at a distorted geometry.

The geometry in XYZ format:
```
30
C8H16N6 (ωB97M-V with the def2-TZVPD basis set)
C 2.4116 -0.2868 0.7809
C -1.8944 -0.1066 0.9690
C -1.4787 -0.5713 -1.2851
C -1.0119 -1.2803 1.4115
C -0.7510 -1.8935 -0.9230
C -0.6305 2.4723 0.7958
C -0.0163 1.9289 -1.5104
C -0.7764 1.5581 -0.4485
N 3.6349 -0.8365 0.8069
N 2.4685 0.3413 -0.4016
N 4.3386 -0.6014 -0.2940
N 3.6676 0.1813 -1.0024
N -1.3665 0.3757 -0.2377
N -0.8828 -2.3134 0.4275
H -2.9059 -0.4374 0.7642
H -1.7795 0.7729 1.7373
H -1.0270 -0.1901 -2.2707
H -2.6110 -0.8079 -1.4651
H 0.0381 -0.8233 1.7311
H -1.3885 -1.8171 2.2089
H -1.1496 -2.7184 -1.4238
H 0.3631 -1.7289 -1.2844
H -0.2086 1.7988 1.6659
H 0.1171 3.3101 0.7855
H -1.5740 2.9977 1.1895
H 0.4143 2.8883 -1.6711
H 0.1571 1.3164 -2.3623
H 3.8667 -1.5060 1.5116
H 1.7044 0.8466 -0.8110
H -1.7296 -2.8697 0.6053
```

⟨S²⟩ ... 2.025
Spin multiplicity ... 3


Record 4
ORCA calculation (ωB97M-V with the def2-TZVPD basis set) on 2 unconnected molecules or ions with the total composition C2H7OPS at a distorted geometry.

The geometry in XYZ format:
```
12
C2H7OPS (ωB97M-V with the def2-TZVPD basis set)
C 0.5988 -0.1220 0.2959
P 2.3613 -0.3619 -0.1679
O 3.2989 -0.0697 0.9188
H 0.1896 -0.8915 0.9824
H -0.0539 -0.0527 -0.5765
H 0.5613 0.8758 0.9028
H 2.5190 -1.3499 -1.2031
H 2.5610 0.7075 -1.0207
C -2.9923 0.4062 -0.1623
S -2.7823 -0.6692 1.0331
H -3.0899 1.3919 0.1313
H -3.1714 0.1355 -1.1336
```

Structure (SMILES) ... C[PH2]=O.C=S


The records above give, respectively, E values of -16053.9152 -185810.6984 -17485.9006 -24357.2754 eV.